13
Properties=species:S:1:pos:R:3:forces:R:3 method="wB97M-V/def2-TZVPD" orbital_gap_ev=8.605 lumo_ev=0.177 total_energy_ev=-27857.93421 charge=0 de_lowest_ev=1.1626
C 1.122 -0.282 -0.718 0.6 -0.3 0.9
C 0.092 0.440 0.093 -1.2 0.6 -0.3
C -1.193 -1.670 0.769 0.4 1.5 -1.0
H 0.766 -0.733 -1.638 -0.5 0.3 -0.1
H 1.398 -1.190 -0.113 0.4 1.1 -0.6
H 1.948 0.402 -0.969 -0.1 -0.5 0.3
H -1.556 0.326 1.116 -0.3 -0.5 0.6
H -1.949 -1.834 1.459 -1.5 -0.4 1.5
H 0.523 3.831 0.215 -0.4 0.9 0.5
N -0.925 -0.350 0.706 0.7 1.4 -0.2
N -0.095 1.709 0.322 0.9 -1.7 -0.5
S -0.675 -2.867 -0.150 0.7 -1.3 -0.6
S 1.043 2.789 -0.359 0.2 -1.0 -0.4

=====

55
Properties=species:S:1:pos:R:3:forces:R:3 method="wB97M-V/def2-TZVPD" smiles="CC[C@H](C)[C@H](NC(=O)[C@@H]1CS[C@H]2c3ccccc3C(=O)N12)C(=O)NCc1ccco1" orbital_gap_ev=8.809 lumo_ev=0.197 total_energy_ev=-46717.21327 charge=0 de_lowest_ev=0.0000
C -0.504 -4.400 0.062 0.1 0.1 0.2
H -1.441 -4.669 0.544 -0.1 -0.1 0.0
H 0.143 -5.273 0.069 0.0 -0.1 0.0
C 0.144 -3.226 0.786 0.0 0.0 -0.3
H 0.319 -3.488 1.832 0.0 0.1 0.1
H -0.555 -2.387 0.769 0.0 0.0 0.1
C 1.472 -2.799 0.147 0.0 0.2 0.3
C 2.602 -3.756 0.519 -0.1 0.2 -0.2
H 2.350 -4.772 0.228 0.0 -0.1 0.0
H 2.781 -3.737 1.592 0.0 0.0 0.2
H 3.517 -3.474 0.006 0.1 -0.1 0.0
H 1.362 -2.793 -0.942 0.0 0.0 0.0
C 1.844 -1.379 0.580 0.1 -0.1 -0.2
N 0.809 -0.434 0.185 0.1 -0.4 -0.2
C 0.647 0.754 0.770 -0.4 0.2 -0.3
O 1.285 1.154 1.729 0.1 0.1 0.4
C -0.462 1.586 0.099 0.4 0.0 -0.1
N -1.739 0.906 0.191 0.1 -0.2 0.1
C -2.214 0.039 -0.754 0.2 0.0 0.2
O -1.504 -0.602 -1.506 0.0 -0.1 -0.4
C -3.682 0.074 -0.627 -0.5 0.3 0.2
C -4.653 -0.630 -1.317 0.2 0.0 0.1
C -5.981 -0.356 -1.029 0.0 -0.1 -0.1
C -6.322 0.596 -0.078 0.0 0.1 0.1
C -5.348 1.299 0.620 0.0 0.0 0.0
C -4.027 1.031 0.332 0.1 -0.3 -0.4
C -2.773 1.592 0.911 0.0 0.8 0.4
H -2.693 1.429 1.993 0.0 -0.1 -0.1
S -2.405 3.376 0.623 -0.1 -0.3 -0.1
C -0.636 2.953 0.754 -0.3 0.1 0.3
H -0.051 3.725 0.261 0.1 -0.1 0.0
H -0.357 2.905 1.809 0.1 0.0 -0.2
H -5.616 2.043 1.354 -0.1 0.1 0.1
H -7.363 0.796 0.123 -0.1 0.0 0.0
H -6.761 -0.887 -1.552 -0.1 0.0 0.0
H -4.372 -1.365 -2.055 0.0 -0.1 -0.1
H -0.199 1.685 -0.964 -0.1 0.0 0.2
H 0.247 -0.668 -0.633 0.0 0.2 0.1
C 3.118 -0.849 -0.108 -0.2 -0.2 0.6
O 3.518 -1.254 -1.177 0.0 -0.1 -0.5
N 3.690 0.162 0.583 0.4 0.2 0.3
H 3.173 0.536 1.372 -0.1 -0.2 -0.1
C 4.565 1.111 -0.088 -0.1 0.1 0.0
C 3.752 2.269 -0.570 -0.2 -0.5 -0.7
C 2.822 2.349 -1.566 0.5 -0.2 0.3
C 2.275 3.653 -1.491 0.1 0.4 0.4
C 2.908 4.262 -0.453 -0.7 0.3 -0.5
O 3.798 3.432 0.113 0.4 -0.1 0.4
H 2.821 5.247 -0.037 0.1 0.1 0.1
H 1.524 4.075 -2.128 -0.1 0.2 -0.1
H 2.574 1.576 -2.265 0.0 -0.2 -0.1
H 5.330 1.457 0.610 0.0 0.0 -0.1
H 5.026 0.585 -0.927 0.0 0.1 0.1
H 1.960 -1.323 1.668 0.0 0.0 -0.1
H -0.714 -4.134 -0.971 0.0 0.0 -0.1

=====

73
Properties=species:S:1:pos:R:3:forces:R:3 method="wB97M-V/def2-TZVPD" s_squared=2.01 orbital_gap_ev="8.497 / 9.666" multiplicity=3 lumo_ev="0.327 / 0.327" total_energy_ev=-60835.14268 charge=0
O 2.486 0.683 7.233 -0.1 -0.1 0.0
P 2.352 0.989 5.805 0.0 0.0 0.1
O 2.160 -0.264 4.836 0.2 0.1 -0.1
O 1.040 1.839 5.418 0.3 0.4 0.0
B 3.948 1.932 5.211 -0.4 0.8 -0.4
O 4.492 1.736 3.960 0.4 -1.0 0.5
B 5.884 1.786 3.880 0.0 0.6 -0.2
O 6.566 2.524 4.826 0.2 -0.8 0.3
B 5.964 2.483 6.077 -0.2 0.7 -0.3
S 6.851 1.920 7.527 0.2 0.0 0.1
O 4.590 2.741 6.116 0.1 -0.9 0.3
H 2.804 -0.279 4.112 -0.2 0.0 0.0
H 1.057 2.696 5.874 -0.2 -0.3 0.0
H 6.471 1.159 3.064 -0.1 0.2 -0.2
H 5.733 1.739 8.246 0.0 0.1 0.0
C 0.438 3.170 0.590 0.0 -0.1 0.0
C 1.923 2.786 0.454 -0.5 0.2 0.3
C 2.608 3.627 -0.629 0.1 0.0 -0.1
C 2.223 3.230 -2.053 0.0 0.0 0.1
C 2.426 1.734 -2.280 0.1 0.1 0.0
C 1.700 0.865 -1.248 -0.5 -0.2 -0.1
N 2.086 1.330 0.124 0.6 0.4 -0.5
O 3.212 0.856 0.509 -0.1 -0.2 0.3
C 0.186 0.917 -1.466 -0.1 0.0 0.1
C 2.119 -0.593 -1.397 0.1 0.0 0.0
C 2.588 3.033 1.801 0.1 0.1 0.0
H -0.162 2.317 0.904 0.0 0.0 0.0
H 0.333 3.943 1.351 0.0 0.0 0.0
H 0.015 3.568 -0.330 0.0 0.0 0.0
H 3.692 3.525 -0.515 0.0 -0.1 0.0
H 2.368 4.678 -0.445 0.0 0.0 0.0
H 1.189 3.512 -2.265 0.0 0.0 0.0
H 2.840 3.790 -2.758 0.0 0.0 0.0
H 2.078 1.446 -3.275 0.0 0.0 0.0
H 3.496 1.508 -2.238 0.0 0.0 0.1
H -0.337 0.393 -0.664 0.0 0.0 0.0
H -0.055 0.413 -2.402 0.0 0.0 0.0
H -0.219 1.922 -1.536 0.0 0.0 0.0
H 3.198 -0.712 -1.342 0.0 0.0 0.0
H 1.776 -0.955 -2.367 0.0 0.0 0.0
H 1.666 -1.207 -0.618 0.0 0.0 0.0
H 2.156 2.388 2.569 0.0 0.0 0.0
H 2.427 4.073 2.091 -0.1 0.0 0.0
H 3.658 2.853 1.762 0.0 -0.1 0.0
C -4.177 -4.530 -3.503 -0.1 0.1 0.0
C -3.110 -3.566 -2.953 -0.2 -0.3 -0.4
C -2.699 -3.956 -1.529 0.1 0.1 0.2
C -3.750 -3.631 -0.470 0.0 0.0 -0.1
C -4.179 -2.169 -0.556 0.1 -0.1 0.1
C -4.656 -1.761 -1.953 -0.5 0.0 -0.2
N -3.602 -2.146 -2.951 0.5 -0.1 0.9
O -2.647 -1.295 -3.000 0.0 0.2 -0.3
C -6.008 -2.406 -2.274 0.0 -0.1 -0.1
C -4.853 -0.252 -2.024 0.1 0.1 0.0
C -1.899 -3.645 -3.877 0.1 0.0 0.0
H -4.840 -4.026 -4.205 0.0 0.0 0.0
H -3.688 -5.343 -4.038 0.0 0.0 0.0
H -4.784 -4.983 -2.721 0.0 0.0 0.0
H -1.771 -3.431 -1.279 0.0 0.1 0.0
H -2.468 -5.024 -1.523 0.0 0.0 0.0
H -4.615 -4.291 -0.570 0.0 0.0 0.0
H -3.332 -3.827 0.519 0.0 0.0 0.0
H -4.983 -1.962 0.155 0.0 0.0 0.0
H -3.335 -1.532 -0.275 0.0 0.0 -0.1
H -6.291 -2.210 -3.309 0.0 0.0 0.0
H -6.765 -1.962 -1.627 0.0 0.0 0.0
H -6.035 -3.478 -2.109 0.0 0.0 0.0
H -3.959 0.287 -1.725 0.0 0.0 0.0
H -5.668 0.025 -1.353 0.0 0.0 0.0
H -5.117 0.057 -3.036 0.0 0.0 0.0
H -2.154 -3.311 -4.884 0.0 0.0 0.0
H -1.573 -4.685 -3.928 0.0 0.0 0.0
H -1.072 -3.042 -3.514 0.0 0.1 0.0

=====

9
Properties=species:S:1:pos:R:3:forces:R:3 method="wB97M-V/def2-TZVPD" orbital_gap_ev=11.934 lumo_ev=-4.478 total_energy_ev=-9186.83002 charge=+1 de_lowest_ev=3.4942
C -0.127 1.445 0.189 0.3 0.7 0.3
C 0.880 -2.292 0.359 -0.2 1.7 0.5
N -0.895 1.092 -0.783 -0.7 -0.2 -0.8
N 0.717 -1.192 0.644 0.1 -2.9 -1.3
O 0.310 2.309 0.796 0.0 -0.1 0.0
O 0.557 -0.033 0.953 0.0 1.6 1.1
H -1.101 0.142 -1.056 0.1 0.1 0.2
H 1.061 -3.312 0.154 0.1 -0.6 -0.1
H -1.402 1.842 -1.256 0.2 -0.2 0.1

=====

58
Properties=species:S:1:pos:R:3:forces:R:3 method="wB97M-V/def2-TZVPD" smiles="CCCCCCC[C@@H](O)C[C@H](CC1CCCCC1)C(=O)NN" orbital_gap_ev=9.531 lumo_ev=0.636 total_energy_ev=-26326.22149 charge=0 de_lowest_ev=1.5760
C 3.471 -3.558 2.110 0.1 -0.1 -0.2
C 3.690 -3.556 0.602 -0.2 0.0 0.0
C 2.728 -2.644 -0.161 0.3 0.0 -0.1
C 2.885 -1.152 0.167 -0.3 -0.2 0.1
C 1.840 -0.636 1.156 0.3 0.3 -0.2
C 2.046 0.847 1.460 -0.2 -0.2 0.2
C 1.014 1.432 2.426 -0.2 0.0 -0.2
H 1.276 2.469 2.646 -0.1 0.0 0.1
H 1.061 0.872 3.366 0.0 0.0 0.1
C -0.437 1.401 1.926 0.6 0.0 -0.3
C -0.663 2.298 0.709 -0.1 -0.4 0.3
H 0.132 2.121 -0.013 0.1 0.0 0.0
H -0.582 3.336 1.037 0.1 0.0 0.0
C -2.023 2.048 0.029 0.0 0.1 -0.4
C -2.944 3.258 0.168 0.1 -0.1 0.3
O -3.509 3.811 -0.758 -0.1 0.1 -0.3
N -3.104 3.658 1.445 -0.1 0.4 0.5
H -2.691 3.150 2.216 -0.1 0.0 -0.1
N -4.013 4.679 1.794 0.0 0.1 -0.1
H -4.674 4.752 1.018 0.2 0.0 0.2
H -3.519 5.573 1.842 -0.1 -0.3 -0.2
C -1.872 1.675 -1.449 0.0 -0.2 0.2
H -2.861 1.678 -1.909 0.0 0.0 -0.1
H -1.290 2.457 -1.941 0.0 0.1 -0.1
C -1.203 0.316 -1.681 -0.4 0.3 -0.2
C -0.752 0.180 -3.137 0.4 -0.1 0.3
C -0.047 -1.154 -3.366 -0.3 0.0 -0.3
C -0.968 -2.315 -3.004 0.3 0.0 0.2
C -1.432 -2.187 -1.558 -0.3 0.0 -0.2
C -2.131 -0.849 -1.334 0.4 -0.1 0.2
H -2.454 -0.780 -0.293 -0.1 0.0 0.0
H -3.023 -0.796 -1.961 -0.1 0.1 0.0
H -0.566 -2.260 -0.895 0.0 0.0 0.1
H -2.111 -3.006 -1.310 0.1 0.0 0.1
H -0.446 -3.264 -3.147 -0.1 0.0 -0.1
H -1.837 -2.307 -3.665 -0.1 0.0 -0.1
H 0.851 -1.200 -2.745 0.1 0.0 0.0
H 0.264 -1.235 -4.409 0.1 0.0 0.0
H -0.078 1.001 -3.393 -0.1 0.1 0.0
H -1.624 0.250 -3.791 -0.1 0.1 -0.1
H -0.311 0.244 -1.048 0.1 -0.1 0.0
H -2.535 1.232 0.550 0.0 0.0 0.0
O -1.319 1.857 2.944 -0.2 0.1 0.2
H -1.165 1.349 3.747 0.0 0.0 0.0
H -0.707 0.365 1.669 0.0 0.1 -0.1
H 3.035 0.979 1.905 0.0 0.0 -0.1
H 2.040 1.410 0.525 0.1 0.0 0.0
H 0.851 -0.791 0.723 -0.1 -0.1 0.0
H 1.888 -1.206 2.085 -0.1 -0.1 0.1
H 2.794 -0.568 -0.753 0.1 0.1 0.0
H 3.886 -0.969 0.563 0.1 0.1 0.0
H 2.905 -2.796 -1.228 -0.1 0.0 0.0
H 1.702 -2.957 0.044 -0.1 0.0 -0.1
H 4.717 -3.251 0.387 0.0 0.0 -0.1
H 3.566 -4.575 0.227 0.1 0.0 0.0
H 2.440 -3.817 2.345 -0.1 0.0 0.1
H 4.123 -4.289 2.583 0.0 0.0 0.1
H 3.692 -2.583 2.537 0.0 0.1 0.1

=====

14
Properties=species:S:1:pos:R:3:forces:R:3 method="wB97M-V/def2-TZVPD" orbital_gap_ev="9.256 / 9.260" lumo_ev="-5.636 / -5.632" total_energy_ev=-18065.70678 charge=+1 de_lowest_ev=4.6855
C -0.304 -1.754 0.591 1.7 -1.1 -2.1
C 0.076 -2.577 -0.449 -0.3 1.1 -1.5
C -0.108 -0.440 0.169 -1.0 3.1 4.1
C 0.604 0.993 -1.795 -1.0 3.9 -0.6
N 0.221 -0.164 -1.061 0.0 -3.2 0.1
N -0.354 0.929 1.873 1.7 -2.8 -3.2
S 0.532 -1.726 -1.887 -0.8 0.8 1.7
H -0.385 -2.216 1.544 -0.6 0.5 0.9
H 0.016 -3.641 -0.574 0.2 -0.4 0.4
H 1.447 1.509 -1.304 0.1 -0.6 -0.6
H 0.730 0.745 -2.860 0.5 0.0 0.6
H -0.184 1.871 -1.850 0.9 -2.1 0.5
H -0.701 1.569 1.188 -0.8 1.0 -0.1
H -1.127 0.427 2.307 -0.4 0.0 -0.3